[1]
ORCA calculation (wB97M-V/def2-TZVPD) on C6H8ClF in the gas phase in a non-equilibrium geometry.

Geometry as XYZ:
```
16
Properties=species:S:1:pos:R:3
C -1.801 -0.826 2.142
C -1.221 -0.247 1.015
C -0.710 -0.910 -0.181
Cl -1.730 -0.254 -1.455
C 0.874 -0.584 -0.534
C 1.080 0.941 -0.518
C 1.543 1.619 -1.516
F 2.255 2.822 -1.091
H -2.180 -0.311 2.893
H -1.833 -2.001 2.383
H -0.886 0.884 0.993
H -0.609 -1.938 -0.181
H 0.771 -0.814 -1.739
H 1.629 -1.255 -0.019
H 1.046 1.499 0.373
H 1.770 1.375 -2.564
```

## Properties
Relative energy (zero: lowest compared OMol25 entry of this formula, charge and spin)   3.320 eV
Energy   -21587.988 eV
Frontier orbital gap   0.3867 Eh

=====

[2]
ORCA calculation (wB97M-V/def2-TZVPD) on 5 unconnected molecules or ions with the total composition C36H79I3N6O5PS in a non-equilibrium geometry.

Geometry as XYZ:
```
131
Properties=species:S:1:pos:R:3
C 0.673 5.389 -2.182
C 1.845 5.323 -1.987
C 3.288 5.245 -1.745
C 3.729 4.715 -0.358
C 3.385 5.778 0.722
C 1.942 6.182 1.104
C 0.837 5.142 1.075
I -1.038 6.140 1.434
C 5.261 4.677 -0.366
C 5.850 3.737 -1.405
C 5.178 2.355 -1.627
I 6.574 0.932 -0.664
C 5.235 2.030 -3.134
C 6.612 1.818 -3.767
O 6.986 0.736 -4.079
I 7.845 3.493 -4.331
C 3.721 2.205 -1.053
S 2.521 2.325 -2.499
C 3.411 0.828 -0.441
C 3.495 -0.399 -1.347
C 3.536 -1.679 -0.464
C 2.252 -2.491 -0.615
N 2.173 -3.574 0.375
N 3.251 3.299 -0.069
P 3.359 3.033 1.816
C 4.941 2.220 2.196
C 2.178 1.677 2.223
C 0.786 1.760 1.603
H -0.369 5.177 -2.343
H 3.694 4.646 -2.559
H 3.720 6.238 -1.872
H 3.823 6.685 0.303
H 3.973 5.613 1.620
H 1.631 7.006 0.464
H 1.973 6.606 2.107
H 0.913 4.446 1.900
H 0.696 4.670 0.115
H 5.649 4.546 0.642
H 5.555 5.680 -0.669
H 5.824 4.267 -2.354
H 6.904 3.608 -1.188
H 4.775 2.854 -3.684
H 4.725 1.104 -3.369
H 1.462 1.817 -1.853
H 4.019 0.654 0.434
H 2.367 0.888 -0.135
H 2.604 -0.493 -1.964
H 4.375 -0.411 -1.979
H 3.613 -1.431 0.595
H 4.406 -2.285 -0.706
H 2.176 -2.843 -1.646
H 1.421 -1.791 -0.475
H 2.184 -4.457 -0.123
H 1.250 -3.544 0.795
H 2.236 3.324 -0.207
H 5.777 2.651 1.661
H 5.076 2.473 3.250
H 4.917 1.137 2.122
H 2.125 1.729 3.312
H 2.633 0.716 1.994
H 0.108 2.399 2.162
H 0.342 0.764 1.611
H 0.802 2.067 0.560
C -7.644 6.558 0.626
C -6.396 5.718 0.377
C -5.400 5.724 1.544
O -4.629 6.906 1.661
C -5.253 7.973 2.354
N -5.780 6.139 -0.885
H -7.441 7.624 0.531
H -8.412 6.311 -0.105
H -8.053 6.375 1.622
H -6.718 4.680 0.253
H -4.674 4.923 1.371
H -5.902 5.506 2.495
H -5.888 7.605 3.164
H -5.845 8.599 1.683
H -4.463 8.591 2.782
H -5.016 5.510 -1.114
H -5.334 7.039 -0.731
C -1.748 -4.646 4.061
C -1.964 -4.585 2.553
C -2.560 -5.862 1.950
O -1.640 -6.925 1.811
C -1.442 -7.715 2.972
N -0.700 -4.218 1.902
H -0.883 -5.255 4.323
H -1.569 -3.646 4.455
H -2.622 -5.058 4.567
H -2.682 -3.783 2.357
H -2.892 -5.633 0.933
H -3.444 -6.191 2.511
H -2.364 -7.809 3.552
H -0.651 -7.310 3.606
H -1.134 -8.707 2.643
H -0.865 -4.077 0.908
H -0.096 -5.037 1.941
C -0.438 -11.829 -1.434
C -0.731 -10.850 -0.302
C -1.582 -11.448 0.826
O -2.957 -11.572 0.529
C -3.324 -12.736 -0.189
N -1.321 -9.633 -0.864
H -1.306 -11.975 -2.077
H 0.365 -11.445 -2.062
H -0.131 -12.802 -1.048
H 0.229 -10.574 0.147
H -1.534 -10.772 1.684
H -1.177 -12.415 1.155
H -2.713 -13.594 0.104
H -3.247 -12.587 -1.268
H -4.365 -12.951 0.050
H -1.418 -8.930 -0.134
H -2.277 -9.850 -1.131
C -1.443 1.874 -3.183
C -1.859 2.372 -1.801
C -2.867 1.459 -1.088
O -4.187 1.567 -1.564
C -4.496 0.791 -2.710
N -2.337 3.749 -1.920
H -2.224 2.040 -3.924
H -0.562 2.413 -3.532
H -1.209 0.806 -3.168
H -0.964 2.392 -1.171
H -2.912 1.762 -0.038
H -2.534 0.412 -1.110
H -3.960 -0.163 -2.701
H -4.271 1.327 -3.635
H -5.566 0.591 -2.688
H -2.531 4.123 -0.993
H -3.248 3.716 -2.370
```

## Properties
Relative energy (zero: lowest compared OMol25 entry of this formula, charge and spin)   0.000 eV
Energy   -102206.445 eV
Net charge   +1
Frontier orbital gap   0.2759 Eh

=====

[3]
ORCA calculation (wB97M-V/def2-TZVPD) on 4 unconnected molecules or ions with the total composition C22H55N6O4 in a non-equilibrium geometry.

Geometry as XYZ:
```
87
Properties=species:S:1:pos:R:3
C -5.030 -0.565 4.500
C -5.764 -1.672 3.522
C -4.929 -2.016 2.146
C -4.736 -0.719 1.162
N -3.275 -0.609 0.687
N -2.539 -0.313 1.830
C -1.218 0.339 1.447
C -0.026 -0.732 1.825
C 1.230 -0.741 0.758
C 1.071 -1.909 -0.426
N 1.003 -3.298 0.171
C 1.995 -4.257 -0.447
C 2.180 -4.587 -2.042
O 2.808 -4.917 0.423
H -4.811 0.471 3.958
H -4.068 -0.968 5.033
H -5.814 -0.309 5.355
H -5.881 -2.651 4.159
H -6.857 -1.276 3.301
H -3.889 -2.514 2.423
H -5.578 -2.817 1.557
H -5.087 0.241 1.739
H -5.425 -0.834 0.196
H -3.048 -1.567 0.310
H -1.240 0.671 0.324
H -1.103 1.283 2.159
H 0.410 -0.383 2.880
H -0.402 -1.831 1.970
H 2.222 -0.906 1.400
H 1.308 0.343 0.322
H 1.923 -1.749 -1.214
H 0.030 -1.694 -0.957
H 0.033 -3.680 0.211
H 2.141 -3.649 -2.750
H 3.282 -5.031 -2.162
H 1.467 -5.452 -2.444
C -3.108 -1.535 -5.067
C -1.599 -1.310 -5.135
C -0.761 -2.587 -4.890
O -0.707 -3.010 -3.525
C -1.873 -3.680 -3.071
N -1.234 -0.239 -4.197
H -3.483 -1.595 -4.041
H -3.637 -0.699 -5.543
H -3.395 -2.452 -5.592
H -1.373 -0.963 -6.151
H 0.275 -2.370 -5.172
H -1.087 -3.412 -5.534
H -2.318 -4.307 -3.849
H -2.598 -2.953 -2.701
H -1.595 -4.317 -2.228
H -0.247 -0.012 -4.328
H -1.268 -0.636 -3.253
C -1.233 6.443 -1.261
C 0.033 5.657 -0.927
C -0.190 4.132 -0.790
O -0.842 3.733 0.419
C -2.245 3.946 0.428
N 0.638 6.223 0.288
H -1.875 6.605 -0.390
H -0.972 7.437 -1.645
H -1.822 5.934 -2.031
H 0.733 5.810 -1.758
H 0.792 3.649 -0.769
H -0.715 3.723 -1.662
H -2.696 3.768 -0.553
H -2.464 4.957 0.776
H -2.691 3.253 1.146
H 1.541 5.773 0.443
H 0.073 5.912 1.083
C 7.350 0.898 1.454
C 6.440 1.553 2.491
C 5.752 0.549 3.447
O 4.674 -0.186 2.862
C 5.080 -1.256 2.021
N 5.455 2.395 1.796
H 6.797 0.464 0.616
H 8.032 1.643 1.025
H 7.961 0.110 1.907
H 7.072 2.205 3.105
H 5.307 1.119 4.270
H 6.478 -0.133 3.905
H 5.980 -1.754 2.394
H 5.235 -0.890 1.005
H 4.269 -1.987 1.982
H 4.924 2.919 2.493
H 4.758 1.770 1.381
```

## Properties
Energy   -40827.512 eV
Net charge   -1
Frontier orbital gap   0.1384 Eh

=====

[4]
ORCA calculation (wB97M-V/def2-TZVPD) on 4 unconnected molecules or ions with the total composition C3H12O4 in a non-equilibrium geometry.

Geometry as XYZ:
```
19
Properties=species:S:1:pos:R:3
C -2.328 -0.521 1.815
C -1.625 -0.495 0.646
O -0.254 -0.319 0.655
C -2.043 -0.901 -0.732
H -3.386 -0.071 1.861
H -1.959 -1.145 2.610
H 0.113 -0.883 1.413
H -2.076 -0.134 -1.481
H -3.034 -1.384 -0.602
H -1.311 -1.805 -0.868
H 1.316 1.443 -0.472
H 1.634 0.744 -1.757
O 1.171 1.540 -1.449
H 0.884 -3.914 1.999
H -0.294 -3.159 2.452
O 0.502 -3.576 2.726
H 4.138 4.967 -3.689
H 4.546 5.114 -2.235
O 4.005 4.496 -2.893
```

## Properties
Relative energy (zero: lowest compared OMol25 entry of this formula, charge and spin)   2.657 eV
Energy   -11484.226 eV
Net charge   +1
Frontier orbital gap (spin up / spin down)   0.2641 / 0.1732 Eh
2S+1   2

=====

[5]
ORCA calculation (wB97M-V/def2-TZVPD) on C3H7N3O in the gas phase in a non-equilibrium geometry.

Geometry as XYZ:
```
14
Properties=species:S:1:pos:R:3
H 3.037 -0.410 0.620
N 2.097 -0.308 0.214
N 1.547 0.718 0.713
C 0.258 1.039 0.167
C -0.208 0.241 -1.077
C -0.753 -0.759 -0.031
O -1.936 -1.437 -0.218
N -0.790 0.325 0.934
H 0.137 2.126 0.181
H 0.611 -0.131 -1.684
H -0.983 0.714 -1.675
H 0.213 -1.447 0.191
H -2.656 -0.791 -0.243
H -0.576 0.121 1.907
```

## Properties
Relative energy (zero: lowest compared OMol25 entry of this formula, charge and spin)   3.442 eV
Energy   -9739.592 eV
Frontier orbital gap   0.3527 Eh

=====

[6]
ORCA calculation (wB97M-V/def2-TZVPD) on a molecular structure, C21H12F5IrN2O5Se in a non-equilibrium geometry.

Geometry as XYZ:
```
47
Properties=species:S:1:pos:R:3
Ir -0.550 -0.065 0.020
O 2.341 1.118 -3.215
C 1.580 0.676 -2.234
O 0.565 1.223 -1.853
C 2.070 -0.580 -1.608
C 3.214 -1.247 -1.986
C 3.534 -2.432 -1.326
C 2.700 -2.902 -0.330
C 1.568 -2.168 -0.011
N 1.276 -1.034 -0.631
C 0.583 -2.597 1.055
O 0.845 -3.534 1.761
O -0.509 -1.869 1.094
H 1.960 1.930 -3.587
H 3.836 -0.847 -2.775
H 4.426 -2.981 -1.600
H 2.888 -3.819 0.212
C 2.672 0.338 1.872
C 1.396 0.796 2.212
C 0.849 0.497 3.477
C -0.317 1.093 3.912
C -0.998 2.002 3.103
C -0.516 2.280 1.824
C 0.626 1.650 1.345
C -2.197 2.643 3.573
N -3.164 3.146 3.941
H 3.237 -0.283 2.556
H 3.149 0.628 0.943
H 1.380 -0.193 4.122
H -0.713 0.866 4.892
H -1.030 3.008 1.208
H 1.102 2.056 0.459
O -2.303 -0.874 2.989
H -1.813 -1.655 2.695
H -3.015 -1.192 3.555
F -3.689 -0.160 -4.785
C -2.849 -0.007 -3.751
C -2.107 -1.182 -3.221
F -0.812 -1.200 -2.947
C -3.137 -0.574 -2.338
F -4.267 -1.231 -2.039
C -2.697 0.485 -1.371
Se -2.842 0.388 0.475
C -2.252 1.596 -2.155
F -1.799 2.714 -1.619
C -2.312 1.348 -3.478
F -1.907 2.144 -4.434
```

## Properties
Relative energy (zero: lowest compared OMol25 entry of this formula, charge and spin)   0.943 eV
Energy   -116948.151 eV
Net charge   +1
Frontier orbital gap (spin up / spin down)   0.2344 / 0.2447 Eh
2S+1   6